1.
Molecular formula: C4H7N3O
Method: DFT, ωB97M-V/def2-TZVPD

Output
E_HOMO, eV: -8.4
Multiplicity: 1
SMILES: CO[C@@H]1N=CCN=N1
LUMO energy, hartree: 0.026
Total charge: 0
Max |F|, eV/A: 5.02
Gap between HOMO and LUMO, eV: 9.060

The geometry in XYZ format:
```
15
Properties=species:S:1:pos:R:3:forces:R:3:mulliken_charge:R:1
C 1.00542 1.38171 0.24710 0.011 0.022 0.452 -0.087
C 1.78611 0.78659 -0.82020 -0.444 -1.778 2.447 -0.507
C 0.03621 -0.69209 0.68810 -2.146 4.136 0.774 0.358
C -2.18088 -0.70225 -0.15362 -3.424 -0.747 1.162 -0.825
N 0.20049 0.79848 0.99565 -1.472 -2.900 0.723 -0.565
N 2.04887 -0.62727 -0.38714 2.821 1.811 -3.153 -0.335
N 1.24779 -1.21708 0.23922 -0.721 -4.311 2.462 -0.174
O -0.84547 -0.77728 -0.41492 1.277 -0.761 0.101 -0.349
H 1.10664 2.33209 0.59634 0.922 3.251 0.055 0.495
H 1.17945 0.79942 -1.64706 -1.284 -0.374 -2.404 0.294
H 2.71825 1.18197 -1.02735 1.691 1.167 -0.338 0.347
H -0.33297 -1.08517 1.69122 0.400 -0.346 -1.690 0.413
H -2.49608 -1.04965 0.83154 0.785 -0.351 0.646 0.330
H -2.82055 -1.41687 -0.74352 1.037 0.954 -0.342 0.290
H -2.65327 0.28741 -0.09537 0.547 0.227 -0.895 0.314
```
Forces are in eV/Å.

=====

2.
Molecular formula: C4H7N3O
Method: DFT, ωB97M-V/def2-TZVPD

Output
E_HOMO (spin up / spin down), eV: -8.9 / -6.9
Multiplicity: 1
LUMO energy (spin up / spin down), hartree: 0.006 / -0.009
Total charge: 0
Max |F|, eV/A: 4.71
Gap between HOMO and LUMO (spin up / spin down), eV: 9.115 / 6.682

The geometry in XYZ format:
```
15
Properties=species:S:1:pos:R:3:forces:R:3:mulliken_charge:R:1
C 0.31923 -1.37386 -0.61850 1.389 -0.421 -3.256 -0.133
C -0.68202 0.80404 -1.63469 -0.264 -0.946 -1.717 -0.128
C -0.82473 -0.68855 -1.25069 -2.830 -0.493 1.686 -0.545
C 0.30556 -0.25133 1.32104 0.893 1.000 3.466 -0.084
N 0.91504 -0.94547 0.44884 1.019 -0.535 0.288 -0.476
N -0.27759 1.57223 -0.74889 0.847 0.838 1.525 0.313
N 1.11870 0.10276 2.47881 -4.606 0.946 0.220 -0.462
O 0.07364 2.67875 -0.36507 -0.436 -0.256 -0.747 -0.559
H 0.98629 -1.95339 -1.28119 -0.581 -0.062 0.290 0.354
H -0.94690 1.13514 -2.67630 0.342 -0.184 1.029 0.393
H -1.32098 -1.33794 -2.02443 0.648 0.992 0.543 0.322
H -1.56900 -0.64504 -0.35822 0.429 -0.144 -1.662 0.153
H -0.78430 -0.15953 1.34002 0.319 0.362 0.450 0.317
H 0.65320 0.77752 3.20042 1.553 -1.578 -2.180 0.269
H 2.03387 0.28468 2.16885 1.277 0.479 0.064 0.267
```
Forces are in eV/Å.

=====

3.
Molecular formula: C4H7N3O
Method: DFT, ωB97M-V/def2-TZVPD

Output
E_HOMO (spin up / spin down), eV: -7.3 / -7.3
Multiplicity: 1
SMILES: CC(=C=N)N(N)C=O
LUMO energy (spin up / spin down), hartree: -0.017 / -0.017
Total charge: 0
Max |F|, eV/A: 1.41
Gap between HOMO and LUMO (spin up / spin down), eV: 6.796 / 6.817

The geometry in XYZ format:
```
15
Properties=species:S:1:pos:R:3:forces:R:3:mulliken_charge:R:1
C -1.33486 -1.36562 0.16990 0.117 -0.267 0.161 -1.177
C -0.39270 0.86706 1.12103 0.644 0.020 -0.209 0.058
C -0.41314 -0.19589 0.24889 0.743 -0.666 -0.263 0.657
N 1.03492 -0.77463 -1.57922 -0.114 0.578 -0.198 -0.686
C 1.54671 1.07850 0.24468 0.764 -0.039 -0.512 -0.116
N 0.79390 -0.14910 -0.36132 -0.308 -0.215 0.588 0.329
N -0.96915 1.78569 1.71067 -0.811 0.332 1.102 -0.641
O 2.66164 0.91869 0.70031 -1.229 -0.167 -0.072 -0.496
H 0.52772 -0.31816 -2.33644 0.153 0.028 -0.069 0.224
H 2.03352 -0.72104 -1.76131 -0.153 -0.121 0.048 0.287
H -1.98409 1.80119 1.54856 0.109 0.428 -0.461 0.208
H 1.23922 2.05645 -0.18113 -0.023 -0.106 -0.030 0.368
H -2.19149 -1.13789 -0.47198 0.099 0.033 0.030 0.287
H -1.72606 -1.59566 1.16422 0.026 0.093 -0.086 0.341
H -0.82614 -2.24958 -0.21687 -0.016 0.069 -0.028 0.358
```
Forces are in eV/Å.

=====

4.
Molecular formula: C4H7N3O
Method: DFT, ωB97M-V/def2-TZVPD

Output
E_HOMO, eV: -8.6
Multiplicity: 1
SMILES: O/N=C1/NN[C@@H]2C[C@H]12
LUMO energy, hartree: 0.035
Total charge: 0
Max |F|, eV/A: 9.15
Gap between HOMO and LUMO, eV: 9.532

The geometry in XYZ format:
```
15
Properties=species:S:1:pos:R:3:forces:R:3:mulliken_charge:R:1
C 0.38610 0.90749 -0.12032 -4.027 -3.908 1.935 0.387
C -1.12002 -0.94762 0.10736 -1.737 1.841 -1.699 -0.124
C 0.11862 -1.63882 0.42598 0.551 3.565 2.583 -0.548
C 0.16298 -0.44906 -0.59160 -2.170 -3.305 -1.163 -0.189
H 2.80283 1.79387 -1.43993 -1.746 -3.307 0.073 0.380
H -0.36764 1.51920 1.89326 0.504 -0.252 -4.131 0.338
H -2.35121 0.72368 0.26854 1.236 -1.534 1.204 0.333
H -1.98596 -1.39177 -0.45115 1.147 0.366 0.465 0.265
H 0.50879 -2.53315 0.06289 -0.106 -1.504 -0.462 0.340
H 0.39929 -1.34263 1.46979 0.370 -0.577 -1.020 0.208
H 0.10785 -0.86674 -1.62950 1.094 1.277 0.855 0.415
N 1.28625 1.63761 -0.32388 7.583 3.588 -3.660 -0.461
N -0.55274 1.38848 0.76844 -2.990 -2.191 4.904 -0.386
N -1.58475 0.26567 0.86690 -1.301 1.264 -0.761 -0.502
O 2.18961 0.93379 -1.30678 1.589 4.675 0.876 -0.455
```
Forces are in eV/Å.

=====

5.
Molecular formula: C4H7N3O2
Method: DFT, ωB97M-V/def2-TZVPD

Output
E_HOMO, eV: -8.9
Multiplicity: 1
SMILES: COn1c(C)n[nH]c1=O
LUMO energy, hartree: 0.033
Total charge: 0
Max |F|, eV/A: 4.32
Gap between HOMO and LUMO, eV: 9.781

The geometry in XYZ format:
```
16
Properties=species:S:1:pos:R:3:forces:R:3:mulliken_charge:R:1
C -0.68601 -1.27651 0.31607 2.238 2.775 0.620 0.552
C -2.25375 0.42262 -0.02594 -0.012 0.427 0.420 0.442
C 0.71076 -1.92364 0.65672 -1.350 0.718 -4.040 -1.085
C 0.06592 2.27036 -0.11903 -1.673 -0.831 -0.250 -0.845
N -1.78473 -1.82262 -0.00312 0.587 -1.681 -0.503 -0.679
N -2.66549 -0.86697 -0.29797 -3.626 0.331 -0.827 0.049
N -0.92644 0.19214 0.34574 0.135 -1.850 -0.700 0.281
O -2.89551 1.46886 -0.06268 0.700 -0.918 -0.144 -0.658
O -0.00740 1.14555 0.72305 0.305 -1.149 1.051 -0.341
H 1.49912 -1.83306 -0.18077 -1.246 1.075 1.070 0.274
H 0.61079 -2.97252 0.49481 -0.556 -1.022 1.189 0.384
H 1.07882 -1.53138 1.54726 0.673 0.109 1.597 0.297
H 0.08003 2.01768 -1.14307 0.753 -0.360 -1.235 0.333
H 0.74640 2.95132 0.24537 2.578 0.650 0.602 0.368
H -0.78607 2.84615 0.01033 -2.287 0.846 0.080 0.363
H -3.66607 -1.14335 -0.62769 2.781 0.880 1.070 0.265
```
Forces are in eV/Å.

=====

6.
Molecular formula: C4H7N3O2S
Method: DFT, ωB97M-V/def2-TZVPD

Output
E_HOMO, eV: -8.4
Multiplicity: 1
LUMO energy, hartree: -0.024
Total charge: 0
Max |F|, eV/A: 6.78
Gap between HOMO and LUMO, eV: 7.727

The geometry in XYZ format:
```
17
Properties=species:S:1:pos:R:3:forces:R:3:mulliken_charge:R:1
C 0.39958 -0.98157 0.03686 0.679 2.757 -0.997 0.083
C 1.74120 1.87026 -1.61387 1.160 -2.242 -0.953 0.618
C -1.39308 0.36389 0.92675 -2.407 -2.062 1.111 -0.201
C -1.35123 -1.99861 1.27419 0.607 -3.341 1.149 -0.936
N -0.70654 -0.81414 0.73697 -2.876 -0.202 1.916 0.030
N 0.86744 1.27703 -0.74801 -2.622 2.753 1.265 -0.813
N 0.97231 -0.00488 -0.60014 5.527 -3.089 -2.431 0.307
O 2.60934 1.25540 -2.22686 -0.130 -0.148 0.527 -0.648
O 1.64371 3.17601 -1.83038 -1.032 0.718 0.424 -0.468
S -2.94637 0.48306 1.48178 0.842 0.036 -0.381 -0.312
H 0.80030 -1.94803 -0.02040 0.644 -0.928 -0.215 0.366
H -0.87529 1.22196 0.80058 1.853 2.409 -0.929 0.427
H -2.04216 -1.68559 2.09669 0.466 -0.419 -1.118 0.296
H -1.87363 -2.63316 0.46497 0.552 1.212 1.297 0.307
H -0.56872 -2.76558 1.81841 -1.505 2.089 -1.544 0.309
H 1.92606 -0.35244 -1.09352 -2.204 0.820 0.765 0.290
H 0.79708 3.53640 -1.50403 0.446 -0.365 0.113 0.345
```
Forces are in eV/Å.

=====

7.
Molecular formula: C4H7N3O2S
Method: DFT, ωB97M-V/def2-TZVPD

Output
E_HOMO, eV: -7.9
Multiplicity: 1
LUMO energy, hartree: -0.006
Total charge: 0
Max |F|, eV/A: 2.91
Gap between HOMO and LUMO, eV: 7.711

The geometry in XYZ format:
```
17
Properties=species:S:1:pos:R:3:forces:R:3:mulliken_charge:R:1
C 1.10128 1.39318 0.10623 -1.089 0.583 -0.447 -0.636
C -0.19439 1.00197 -0.01964 -1.543 -0.607 2.392 1.022
C 1.64671 -1.09404 -0.37943 -1.758 0.282 -2.251 -0.058
C -1.25023 2.03260 0.20330 -1.546 1.287 -1.637 -1.199
N -0.50962 -0.31548 -0.03543 2.065 -1.022 -0.666 -0.486
N 1.67124 -2.37947 -0.09633 0.585 0.587 0.681 -0.325
N -1.60127 -1.08969 -0.02486 1.004 1.145 0.379 0.886
O -2.74137 -0.67339 0.10946 0.082 -0.030 -0.225 -0.642
O -1.29450 -2.28934 -0.11344 -0.623 -0.373 -0.115 -0.698
S 2.40537 0.25737 0.33836 0.412 -0.340 0.598 -0.123
H 1.19031 2.46614 0.32017 0.900 -0.678 -0.267 0.318
H 1.21475 -0.92772 -1.37139 0.146 0.327 0.503 0.452
H -1.20283 2.59436 -0.77681 -0.795 -0.248 0.933 0.282
H -1.07438 2.78828 0.96194 0.631 -0.133 0.228 0.344
H -2.29965 1.67340 0.41403 1.390 -0.041 -0.662 0.295
H 2.12267 -2.57702 0.78659 -0.567 -0.727 0.090 0.260
H 0.81592 -2.86114 -0.42274 0.707 -0.012 0.465 0.307
```
Forces are in eV/Å.

=====

8.
Molecular formula: C4H7N3OS
Method: DFT, ωB97M-V/def2-TZVPD

Output
E_HOMO, eV: -8.2
Multiplicity: 1
SMILES: COc1nc(=S)n(C)[nH]1
LUMO energy, hartree: 0.020
Total charge: 0
Max |F|, eV/A: 4.33
Gap between HOMO and LUMO, eV: 8.718

The geometry in XYZ format:
```
16
Properties=species:S:1:pos:R:3:forces:R:3:mulliken_charge:R:1
C 0.86294 0.29065 -0.23667 -3.155 -2.854 -0.078 0.740
C -1.30144 0.59891 -0.28255 2.116 -2.287 0.746 0.165
C -2.15050 -1.71572 0.02632 -0.234 2.009 -3.023 -1.001
C 2.62987 1.59518 0.20866 -0.213 4.316 0.285 -0.635
N -0.03817 1.20771 -0.18074 0.360 0.057 -0.762 -0.484
N 0.28541 -1.09656 -0.31770 -0.008 2.775 -0.851 -0.452
N -1.10420 -0.76987 -0.39258 -0.032 0.497 0.106 0.182
O 2.14877 0.40456 -0.29202 -0.322 -1.492 -0.387 -0.337
S -2.77215 1.18043 -0.11771 -1.749 1.562 0.008 -0.416
H -2.38234 -1.56736 1.02501 -0.991 0.583 1.879 0.394
H -3.01824 -1.65896 -0.69899 0.875 0.255 1.230 0.303
H -1.77815 -2.65525 -0.07641 1.296 -2.870 -0.376 0.434
H 3.58312 1.32019 0.69368 -0.745 0.644 0.339 0.226
H 1.73861 2.16962 0.76390 2.427 -1.492 -0.338 0.355
H 2.85537 2.39554 -0.59166 -0.169 -1.599 0.679 0.241
H 0.44111 -1.69907 0.46947 0.544 -0.103 0.543 0.285
```
Forces are in eV/Å.

=====

9.
Molecular formula: C4H7N3S
Method: DFT, ωB97M-V/def2-TZVPD

Output
E_HOMO, eV: -8.3
Multiplicity: 1
SMILES: C=CN/C=N\C=N\S
LUMO energy, hartree: 0.027
Total charge: 0
Max |F|, eV/A: 1.85
Gap between HOMO and LUMO, eV: 9.061

The geometry in XYZ format:
```
15
Properties=species:S:1:pos:R:3:forces:R:3:mulliken_charge:R:1
C 1.46957 -1.13599 0.35153 -0.585 0.409 0.890 0.034
C -0.80621 -1.68407 -0.20677 0.311 -1.681 0.617 0.114
C -0.93874 0.78832 -0.25669 -0.499 -0.338 0.176 0.048
C -1.57964 1.84328 0.22475 -0.061 0.913 0.227 -0.833
H 3.29963 1.56630 -0.46125 -0.022 -0.023 -0.065 0.129
H 1.80950 -1.20983 1.38941 0.518 -0.229 -0.158 0.396
H -1.49982 -2.52184 -0.44219 0.677 0.311 0.327 0.293
H -2.48278 -0.64228 -0.14625 -0.529 0.224 -0.136 0.237
H 0.01771 0.87148 -0.76625 -0.151 -0.236 0.202 0.393
H -2.55079 1.77827 0.72552 0.352 -0.132 -0.151 0.253
H -1.15212 2.86266 0.15817 -0.252 -0.894 -0.124 0.241
N 1.98024 -0.31761 -0.48530 0.160 -0.423 -0.241 -0.479
N 0.39778 -1.99165 0.13978 -0.501 0.832 -1.269 -0.469
N -1.49531 -0.52895 -0.20038 1.122 1.409 -0.435 -0.196
S 3.53099 0.32192 -0.02408 -0.540 -0.143 0.139 -0.162
```
Forces are in eV/Å.

=====

10.
Molecular formula: C4H7N3S
Method: DFT, ωB97M-V/def2-TZVPD

Output
E_HOMO, eV: -8.8
Multiplicity: 1
SMILES: [H]/N=C\NN1CCC1=S
LUMO energy, hartree: 0.023
Total charge: 0
Max |F|, eV/A: 1.35
Gap between HOMO and LUMO, eV: 9.435

The geometry in XYZ format:
```
15
Properties=species:S:1:pos:R:3:forces:R:3:mulliken_charge:R:1
C 0.17110 1.90546 -1.37293 0.108 -0.129 0.988 -0.035
C 1.76663 -0.51860 0.66298 0.481 0.783 0.324 -0.520
C 0.75301 -1.30432 1.53284 0.054 -0.316 -0.368 -0.420
C -0.31382 -0.82758 0.54852 -0.091 -0.038 -0.016 0.017
H 0.39214 2.28764 0.45819 -0.059 0.052 0.012 0.276
H -0.05613 2.22115 -2.36430 -0.170 0.187 -0.796 0.414
H 0.04000 -0.07589 -2.01782 0.532 0.816 0.928 0.307
H 2.36790 0.28364 1.14506 -0.536 -0.458 -0.188 0.229
H 2.43884 -1.10175 0.04302 -0.020 -0.325 -0.072 0.251
H 0.61380 -0.95652 2.54054 -0.043 0.276 0.348 0.265
H 0.87342 -2.38564 1.55380 0.028 0.037 -0.115 0.286
N 0.15905 2.74496 -0.42552 0.118 -0.394 -0.249 -0.644
N 0.51536 0.54256 -1.31857 -0.523 -0.570 -0.685 -0.496
N 0.59390 -0.03341 -0.07304 -0.027 0.048 -0.149 0.408
S -1.86310 -1.16132 0.19581 0.149 0.030 0.039 -0.338
```
Forces are in eV/Å.

=====

11.
Molecular formula: C4H7N3S
Method: DFT, ωB97M-V/def2-TZVPD

Output
E_HOMO, eV: -8.8
Multiplicity: 1
SMILES: [H]/N=C1\[C@H](C(C)=S)N1N
LUMO energy, hartree: -0.026
Total charge: 0
Max |F|, eV/A: 5.76
Gap between HOMO and LUMO, eV: 8.119

The geometry in XYZ format:
```
15
Properties=species:S:1:pos:R:3:forces:R:3:mulliken_charge:R:1
C -0.30365 -0.19672 -0.32352 -0.208 -0.202 -0.553 -0.134
C 1.05250 0.01919 0.19314 1.691 -0.363 -0.112 0.497
C -1.68482 -0.15783 0.30919 1.624 1.334 -0.689 0.458
C 1.93254 -1.20485 -0.06110 -2.013 -1.712 -0.910 -1.352
N -2.50237 -0.67592 1.07982 -1.530 2.221 -0.566 -0.692
N -1.38805 0.85831 -0.53963 -0.276 -3.951 -0.645 -0.011
N -1.40950 2.17012 -0.36166 2.998 3.752 3.174 -0.583
S 1.94868 1.34366 0.61861 -1.628 -0.208 0.050 -0.301
H -0.15178 -0.97795 -1.09606 -0.714 0.853 -0.131 0.229
H 1.71128 -2.14662 0.45495 -1.015 0.240 0.458 0.350
H 2.86689 -1.02283 0.32567 2.440 0.697 0.060 0.460
H 1.88860 -1.60194 -1.11684 0.407 1.051 0.757 0.309
H -2.19104 -1.55222 1.32093 0.853 -2.550 1.170 0.248
H -1.17622 2.71729 -1.19676 -0.125 -0.766 0.135 0.271
H -0.59306 2.42830 0.39326 -2.505 -0.395 -2.199 0.252
```
Forces are in eV/Å.

=====

12.
Molecular formula: C4H7N3S
Method: DFT, ωB97M-V/def2-TZVPD

Output
E_HOMO, eV: -7.9
Multiplicity: 1
SMILES: S=CNC1=NNCC1
LUMO energy, hartree: 0.004
Total charge: 0
Max |F|, eV/A: 8.59
Gap between HOMO and LUMO, eV: 7.972

The geometry in XYZ format:
```
15
Properties=species:S:1:pos:R:3:forces:R:3:mulliken_charge:R:1
C -1.62797 0.40464 -0.28275 -1.290 -2.755 0.653 -0.109
C 0.70447 -0.29611 0.02448 -7.199 -0.317 0.897 0.338
C 2.73506 0.83880 0.09046 0.538 2.990 -1.489 -0.434
C 1.22791 1.03581 0.11380 -1.665 4.329 2.920 -0.370
H -1.29601 1.46880 -0.92081 -0.370 -3.651 2.207 0.185
H -0.78182 -1.86048 0.57333 -0.850 5.187 -2.066 0.395
H 3.17111 -1.26590 -0.72063 1.009 2.409 1.343 0.308
H 3.14930 1.65510 -0.87409 -0.629 -3.026 2.686 0.197
H 3.22158 1.20723 1.08873 -0.593 -0.888 -2.072 0.199
H 0.92026 1.60736 1.15057 0.412 -1.475 -2.451 0.224
H 0.74752 1.63606 -0.67325 0.720 0.174 0.170 0.236
N -0.72789 -0.69646 0.11717 2.515 1.496 -0.286 -0.232
N 1.53706 -1.16174 -0.10497 -2.187 -3.600 0.034 -0.609
N 2.68988 -0.61193 -0.02984 8.124 -2.120 -1.828 -0.034
S -3.24138 0.05899 0.05148 1.464 1.248 -0.719 -0.294
```
Forces are in eV/Å.

=====

The records above yield relative energy (zero: lowest compared OMol25 entry of this formula, charge and spin) values of 4.382, 5.789, 5.314, 6.156, 3.775, 2.100, 5.605, 2.587, 2.768, 2.533, 5.316, 6.722 eV, respectively.